Molecular formula: C24H31N6O2PbS4
Method: DFT, ωB97M-V/def2-TZVPD

**HOMO-LUMO gap**: 0.3057 Eh
**Energy**: -3197.6070 Eh
**Relative energy (zero: lowest compared OMol25 entry of this formula, charge and spin)**: 50.31 kJ/mol
**HOMO**: -11.002 eV

Geometry as ORCA input:
```
! RIJCOSX wB97M-V def2-TZVPD def2/J DEFGRID3
* xyz 1 1
Pb -0.352 0.222 -0.145
O 2.741 -2.294 1.715
C 1.888 -1.802 0.983
N 1.008 -0.845 1.330
C 0.938 -0.562 2.747
C -0.461 -0.211 3.193
C -0.752 -0.077 4.548
C -2.033 0.263 4.934
C -3.002 0.463 3.956
C -2.633 0.306 2.636
N -1.393 -0.022 2.263
C 1.780 -2.292 -0.445
C 2.700 -3.210 -0.923
C 2.574 -3.654 -2.230
C 1.539 -3.164 -3.011
C 0.665 -2.245 -2.454
N 0.782 -1.825 -1.196
H 1.292 -1.427 3.314
H 1.602 0.266 3.040
H 0.025 -0.253 5.282
H -2.281 0.365 5.982
H -4.018 0.724 4.214
H -3.351 0.444 1.835
H 3.480 -3.554 -0.259
H 3.273 -4.374 -2.633
H 1.404 -3.485 -4.034
H -0.151 -1.819 -3.028
C -3.966 -2.445 -3.665
C -3.330 -1.612 -2.600
S -2.801 -2.165 -1.179
C -3.220 -0.155 -2.897
C -4.426 0.657 -2.539
S -1.870 0.422 -3.556
H -3.899 -3.503 -3.422
H -3.506 -2.244 -4.633
H -5.022 -2.169 -3.744
H -5.242 0.405 -3.222
H -4.216 1.719 -2.625
H -4.766 0.411 -1.531
C 1.391 0.928 -5.445
C 2.766 1.073 -4.808
C 2.715 1.015 -3.315
N 1.632 0.990 -2.623
N 1.853 0.937 -1.272
C 3.114 0.914 -0.950
N 3.556 0.881 0.334
S 4.157 0.972 -2.329
H 1.481 0.958 -6.530
H 0.728 1.731 -5.128
H 0.928 -0.017 -5.160
H 3.222 2.023 -5.103
H 3.441 0.292 -5.167
H 2.876 0.523 0.994
H 4.498 0.566 0.495
O 0.203 2.313 1.147
S 1.135 2.944 2.158
C 0.034 3.508 3.501
C -0.280 4.996 3.288
C 0.057 5.333 1.837
C 1.380 4.631 1.567
H 0.510 3.293 4.457
H -0.836 2.859 3.390
H 0.338 5.598 3.956
H -1.321 5.208 3.528
H 0.135 6.406 1.671
H -0.703 4.940 1.160
H 2.198 5.056 2.154
H 1.676 4.563 0.522
*
```

Molecular formula: C24H32AgF4N8S3
Method: DFT, ωB97M-V/def2-TZVPD

**HOMO-LUMO gap**: 0.2455 Eh
**Energy**: -3112.8839 Eh
**Relative energy (zero: lowest compared OMol25 entry of this formula, charge and spin)**: 0.00 kJ/mol
**HOMO**: -4.083 eV

Geometry as ORCA input:
```
! RIJCOSX wB97M-V def2-TZVPD def2/J DEFGRID3
* xyz -1 1
Ag 0.745 0.205 0.641
C 0.395 -1.430 3.755
C -0.940 -0.784 3.421
N -1.183 -0.604 1.990
C -2.377 0.204 1.736
C -2.334 1.576 2.393
C -1.256 -1.904 1.311
C -1.488 -1.809 -0.193
N -0.485 -0.969 -0.821
C -0.555 -0.725 -2.128
C 0.405 0.130 -2.757
F 1.410 0.645 -2.015
C 0.409 0.423 -4.095
F 1.388 1.227 -4.568
C -0.528 -0.084 -4.981
C -1.470 -0.917 -4.415
F -2.420 -1.466 -5.207
C -1.499 -1.228 -3.072
F -2.485 -2.081 -2.676
H 0.574 -1.349 4.829
H 1.211 -0.929 3.231
H 0.434 -2.485 3.487
H -0.971 0.199 3.887
H -1.764 -1.376 3.864
H -3.284 -0.344 2.050
H -2.442 0.356 0.660
H -2.542 1.544 3.463
H -3.070 2.230 1.924
H -1.357 2.035 2.233
H -2.071 -2.513 1.744
H -0.314 -2.425 1.486
H -2.505 -1.446 -0.380
H -1.470 -2.841 -0.572
H -0.524 0.157 -6.032
C 2.930 -1.967 -2.455
N 2.840 -2.128 -1.018
C 2.305 -3.123 -0.310
S 2.508 -3.178 1.368
N 1.612 -4.131 -0.908
C 0.860 -4.093 -2.155
H 3.392 -0.999 -2.637
H 1.961 -1.951 -2.947
H 3.554 -2.744 -2.906
H 3.235 -1.373 -0.460
H 1.250 -4.752 -0.204
H 1.508 -4.036 -3.026
H 0.149 -3.266 -2.186
H 0.304 -5.026 -2.224
C 5.604 4.326 -1.342
C 5.155 2.937 -0.987
C 5.709 1.822 -1.603
C 5.155 0.604 -1.261
N 4.182 0.465 -0.372
C 3.746 1.583 0.244
S 2.590 1.484 1.529
N 4.192 2.824 -0.079
H 6.692 4.400 -1.323
H 5.182 5.042 -0.641
H 5.272 4.584 -2.349
H 6.506 1.905 -2.329
H 5.505 -0.314 -1.726
S -1.009 2.786 -0.811
C -0.323 3.918 0.179
N 1.053 4.006 0.248
C 1.719 4.785 1.109
C 1.019 5.651 1.893
C -0.384 5.584 1.774
N -1.036 4.772 0.985
H 1.564 3.276 -0.239
H 2.790 4.629 1.133
H 1.510 6.302 2.598
H -1.004 6.232 2.390
*
```

Molecular formula: C24H32BN14Sn
Method: DFT, ωB97M-V/def2-TZVPD

**HOMO-LUMO gap (alpha / beta)**: 0.1926 / 0.2006 Eh
**Energy**: -1938.0999 Eh
**<S²>**: 1.83
**Relative energy (zero: lowest compared OMol25 entry of this formula, charge and spin)**: 360.07 kJ/mol
**HOMO (alpha / beta)**: -18.684 / -18.683 eV

Geometry as ORCA input:
```
! RIJCOSX wB97M-V def2-TZVPD def2/J DEFGRID3
* xyz 4 2
Sn -0.657 0.311 -0.319
C 3.541 1.963 0.150
C 2.494 1.077 0.357
N 1.358 1.544 -0.166
N 1.650 2.743 -0.722
C 2.965 3.007 -0.535
B 0.489 3.550 -1.377
N -0.050 2.734 -2.567
C -0.244 3.084 -3.860
C -0.710 1.995 -4.555
C -0.779 0.990 -3.597
N -0.383 1.443 -2.404
N -0.614 3.698 -0.310
C -1.025 4.752 0.435
C -2.040 4.343 1.266
C -2.184 2.990 0.978
N -1.316 2.605 0.038
N 0.917 4.961 -1.904
C 0.127 5.958 -2.193
C 0.948 7.042 -2.695
C 2.267 6.526 -2.671
N 2.242 5.276 -2.286
H 4.570 1.871 0.455
H 2.503 0.132 0.876
H 3.415 3.910 -0.900
H -0.032 4.072 -4.235
H -0.970 1.945 -5.599
H -1.091 -0.036 -3.723
H -0.575 5.729 0.359
H -2.585 4.936 1.981
H -2.880 2.282 1.404
H -0.948 5.923 -2.064
H 0.621 7.992 -3.098
H 3.179 6.998 -3.007
N -4.860 -1.821 1.896
C -4.596 -1.001 2.913
C -3.394 -0.350 2.575
N -2.943 -0.768 1.394
C -3.855 -1.689 0.960
C -3.766 -2.400 -0.244
N -2.731 -2.278 -1.108
C -2.991 -3.102 -2.114
C -4.222 -3.769 -1.900
N -4.679 -3.317 -0.731
H -5.673 -2.421 1.855
H -5.226 -0.911 3.787
H -2.866 0.382 3.168
H -2.324 -3.224 -2.955
H -4.750 -4.494 -2.504
H -5.560 -3.601 -0.323
C 3.404 -5.706 1.810
C 3.697 -4.193 1.694
N 2.529 -3.368 1.951
C 1.939 -3.474 3.287
C 0.613 -4.254 3.300
C 1.959 -2.565 0.956
C 2.521 -2.636 -0.436
N 0.967 -1.768 1.197
H 4.322 -6.233 1.555
H 2.618 -6.002 1.115
H 3.119 -6.003 2.818
H 4.133 -3.959 0.732
H 4.437 -3.942 2.463
H 1.794 -2.470 3.687
H 2.658 -3.977 3.927
H -0.120 -3.827 2.616
H 0.216 -4.228 4.314
H 0.776 -5.295 3.028
H 2.523 -3.659 -0.817
H 3.546 -2.264 -0.471
H 1.908 -2.021 -1.084
H 0.676 -1.741 2.175
*
```